No. 1
Entry from the Open Molecules 2025 dataset: 5 unconnected molecules or ions with the total composition C32H80BF4N4O4 at a distorted geometry (ωB97M-V/def2-TZVPD).

Summary:
LUMO energy: -5.9485 eV
Frontier orbital gap: 9.84 eV
E_tot: -60155.7580 eV
Total charge: +3
Strongest force on any atom: 3.10 eV/Å

Each line ends with the Löwdin charge.
Positions of all 125 atoms, in Å:
1 C 0.6394 -0.5887 -4.6063  -0.0338
2 C 1.7355 -0.7043 -3.4441  -0.1486
3 N 2.9959 -1.5089 -3.7449  -0.1807
4 C 2.7405 -3.0446 -3.7506  0.0429
5 C 3.3841 -1.1188 -5.2927  -0.1343
6 C 4.6839 -1.7304 -5.7756  -0.0563
7 C 4.1311 -1.0755 -2.7432  -0.0627
8 C 3.9232 -1.2645 -1.2510  -0.2061
9 O 3.6962 -2.6579 -1.0358  -0.1859
10 C 3.3439 -2.9528 0.3467  -0.0605
11 H 0.4196 -1.5346 -5.1015  0.0801
12 H 1.0074 0.0714 -5.3917  0.0681
13 H -0.2965 -0.1896 -4.2154  0.0661
14 H 1.2753 -1.0888 -2.5338  0.0976
15 H 1.9755 0.3109 -3.1282  0.1064
16 H 1.8594 -3.1667 -3.1208  0.1013
17 H 3.6393 -3.5855 -3.4544  0.1095
18 H 2.3741 -3.3616 -4.7270  0.1027
19 H 3.4199 -0.0332 -5.3835  0.1275
20 H 2.5316 -1.4951 -5.8581  0.1050
21 H 4.7067 -2.8072 -5.6079  0.0884
22 H 5.5011 -1.1929 -5.2945  0.0810
23 H 4.8547 -1.4542 -6.8161  0.1008
24 H 4.4358 -0.0499 -2.9517  0.1336
25 H 5.0424 -1.6262 -2.9761  0.1320
26 H 3.2452 -0.6247 -0.6860  0.1096
27 H 4.8532 -1.0461 -0.7262  0.1340
28 H 3.3325 -4.0427 0.3348  0.0984
29 H 2.4024 -2.5549 0.7255  0.0719
30 H 4.0372 -2.7291 1.1575  0.0904
31 C 0.5049 -0.3023 2.6558  -0.0242
32 C 1.0499 1.1617 2.9161  -0.1158
33 N 0.1503 2.1017 3.7851  -0.2255
34 C 0.7871 3.5223 3.6739  0.0210
35 C -1.3184 2.0335 3.2293  -0.1293
36 C -2.3539 3.0223 3.8544  -0.0461
37 C 0.2164 1.6343 5.2941  0.0007
38 C 1.5882 1.9808 6.0586  -0.1642
39 O 2.0818 0.6674 6.3352  -0.2166
40 C 3.2440 0.6724 7.1593  -0.0858
41 H -0.5325 -0.3548 2.3255  0.0608
42 H 0.6483 -0.8883 3.5636  0.0838
43 H 1.1394 -0.7366 1.8832  0.0671
44 H 1.2101 1.6312 1.9455  0.0999
45 H 1.9853 1.1842 3.4752  0.1214
46 H 0.3896 4.0431 4.5451  0.1113
47 H 0.4223 4.0587 2.7980  0.0794
48 H 1.8735 3.4828 3.5941  0.1003
49 H -1.7554 1.0589 3.4466  0.1206
50 H -1.2104 2.0317 2.1446  0.1062
51 H -2.0425 4.0536 3.6883  0.0733
52 H -2.5621 2.8505 4.9105  0.0810
53 H -3.3538 2.9342 3.4295  0.0906
54 H 0.0486 0.5584 5.3438  0.1340
55 H -0.5420 2.3070 5.6945  0.1133
56 H 1.3323 2.4250 7.0205  0.1286
57 H 2.3875 2.5953 5.6443  0.1175
58 H 3.4972 -0.3755 7.3199  0.0964
59 H 3.1044 1.0929 8.1551  0.0994
60 H 4.1374 1.0659 6.6744  0.0919
61 C 0.5013 6.4788 -1.9132  -0.0275
62 C 1.2721 5.1705 -2.2015  -0.1550
63 N 1.2542 4.2162 -1.0128  -0.2276
64 C 2.1464 3.0379 -1.3528  0.0124
65 C 1.7213 4.9448 0.2945  -0.1174
66 C 3.1608 5.5272 0.1054  -0.0382
67 C -0.2145 3.6428 -0.8012  -0.0429
68 C -0.9113 2.8416 -1.9054  -0.1741
69 O -1.3119 3.7328 -2.9434  -0.2015
70 C -1.5880 3.1546 -4.2009  -0.0832
71 H 0.4182 7.1507 -2.7676  0.1039
72 H 1.1541 7.0159 -1.2251  0.0645
73 H -0.4318 6.3925 -1.3565  0.0854
74 H 2.2502 5.2305 -2.6789  0.1380
75 H 0.7105 4.6274 -2.9617  0.1085
76 H 3.1775 3.3790 -1.4458  0.0976
77 H 1.9894 2.7307 -2.3867  0.1020
78 H 1.9976 2.2864 -0.5774  0.0994
79 H 1.6603 4.1679 1.0566  0.0865
80 H 0.9640 5.6983 0.5110  0.1215
81 H 3.4714 5.9936 1.0403  0.0906
82 H 3.2334 6.2869 -0.6729  0.0848
83 H 3.9738 4.8073 0.0115  0.0785
84 H -0.8631 4.4724 -0.5196  0.1314
85 H -0.1514 2.9139 0.0068  0.1083
86 H -1.8477 2.4925 -1.4701  0.1456
87 H -0.2938 2.0155 -2.2581  0.1105
88 H -0.6894 2.7231 -4.6419  0.0813
89 H -2.0929 3.8831 -4.8354  0.1040
90 H -2.2696 2.3041 -4.1874  0.0914
91 C -2.7844 -4.0254 -1.9995  -0.0268
92 C -2.9174 -4.2899 -0.4251  -0.1083
93 N -4.1305 -3.5805 0.2892  -0.2004
94 C -3.8246 -2.0111 0.1799  0.0481
95 C -5.5844 -3.8441 -0.3087  -0.1090
96 C -6.8519 -3.1235 0.3026  -0.0330
97 C -4.1688 -3.9457 1.8339  -0.0866
98 C -4.4016 -5.3717 2.3142  -0.1590
99 O -3.1667 -6.1201 2.0026  -0.2029
100 C -3.5127 -7.5306 1.9913  -0.0849
101 H -1.9153 -4.6307 -2.2575  0.0817
102 H -2.3802 -3.0349 -2.2085  0.0580
103 H -3.6749 -4.1912 -2.6058  0.0755
104 H -1.9641 -4.1175 0.0746  0.1201
105 H -3.1769 -5.3227 -0.1925  0.1058
106 H -4.3766 -1.5336 0.9894  0.0910
107 H -4.2638 -1.6338 -0.7437  0.1083
108 H -2.7358 -1.9739 0.2140  0.0657
109 H -5.6160 -4.9337 -0.3055  0.1169
110 H -5.4193 -3.5199 -1.3362  0.1035
111 H -7.2229 -3.5583 1.2307  0.0794
112 H -7.6229 -3.0217 -0.4611  0.0900
113 H -6.6408 -2.0846 0.5563  0.0671
114 H -4.8480 -3.2828 2.3698  0.1225
115 H -3.2346 -3.5163 2.1958  0.1300
116 H -5.1900 -5.8102 1.7024  0.1110
117 H -4.7063 -5.4052 3.3602  0.1407
118 H -4.3117 -7.7950 1.2987  0.0867
119 H -3.8915 -7.8997 2.9444  0.0911
120 H -2.6161 -8.1163 1.7883  0.0949
121 B -0.6064 -0.5928 -0.5894  -1.4298
122 F -0.7031 -1.9136 -0.1884  0.1372
123 F 0.6383 -0.0765 -0.6549  0.1562
124 F -1.2539 -0.3333 -1.8525  0.0654
125 F -1.3338 0.1562 0.2703  0.1457


No. 2
Entry from the Open Molecules 2025 dataset: 9 unconnected molecules or ions with the total composition C32H80N2O9 at a distorted geometry (ωB97M-V/def2-TZVPD).

Summary:
LUMO energy (alpha / beta): -2.6137 / -6.5080 eV
Multiplicity: 2
Frontier orbital gap (alpha / beta): 7.45 / 3.55 eV
E_tot: -55873.8008 eV
Total charge: +1
Strongest force on any atom: 3.39 eV/Å

Each line ends with the Löwdin spin population.
Positions of all 123 atoms, in Å:
1 C 5.3281 -0.9777 3.3711  0.0000
2 C 5.4482 0.4863 3.9378  0.0000
3 O 5.2874 0.4123 5.3641  0.0000
4 H 4.5586 -1.4954 3.9438  0.0000
5 H 6.3117 -1.3527 3.6538  0.0000
6 H 5.2613 -1.0675 2.2869  0.0000
7 H 4.6182 0.9913 3.4438  0.0000
8 H 6.4501 0.9074 3.8536  0.0000
9 H 4.6009 1.0291 5.6285  0.0000
10 C -0.4046 6.2906 4.3604  0.0000
11 C -0.6469 5.4818 3.0756  0.0000
12 O -0.4038 4.1290 3.3129  0.0000
13 H -0.9022 5.9593 5.2719  0.0000
14 H -0.6092 7.3403 4.1498  0.0000
15 H 0.6453 6.3630 4.6442  0.0000
16 H -0.0833 5.8516 2.2191  0.0000
17 H -1.7076 5.4155 2.8336  0.0000
18 H -1.2054 3.7876 3.7160  0.0000
19 C -1.3714 1.0415 4.0988  0.0000
20 C -2.8507 1.4488 3.5972  0.0000
21 O -3.0803 2.8937 3.6328  0.0000
22 H -0.9363 1.8175 4.7285  0.0000
23 H -0.6912 0.9614 3.2509  0.0000
24 H -1.4029 0.1584 4.7369  0.0000
25 H -3.5288 0.9416 4.2835  0.0000
26 H -2.9784 1.0716 2.5826  0.0000
27 H -3.6553 3.1399 2.9046  0.0000
28 C 4.6190 2.6449 -1.4653  0.0000
29 C 5.0907 3.8820 -0.7096  0.0000
30 O 5.1947 5.0242 -1.5682  0.0000
31 H 4.3841 1.8217 -0.7905  0.0000
32 H 5.3034 2.3423 -2.2579  0.0000
33 H 3.7184 3.0137 -1.9563  0.0000
34 H 5.9750 3.7267 -0.0916  0.0000
35 H 4.2888 4.1052 -0.0059  0.0000
36 H 4.2799 5.2821 -1.7032  0.0000
37 C 1.3350 2.0161 -5.4973  0.0000
38 C 0.5908 2.8000 -6.6793  0.0000
39 O -0.2703 2.0741 -7.4810  0.0000
40 H 1.5858 2.5866 -4.6030  0.0000
41 H 2.2825 1.5918 -5.8295  0.0000
42 H 0.9194 1.0653 -5.1637  0.0000
43 H 1.3133 3.3107 -7.3160  0.0000
44 H -0.0238 3.6255 -6.3201  0.0000
45 H 0.1254 2.0744 -8.3557  0.0000
46 C -2.5517 -1.7069 -5.5321  0.0000
47 C -1.5784 -0.7621 -6.1899  0.0000
48 O -2.3914 0.2609 -6.7763  0.0000
49 H -3.0180 -1.1150 -4.7446  0.0000
50 H -1.9668 -2.5132 -5.0895  0.0000
51 H -3.2123 -2.0844 -6.3126  0.0000
52 H -1.0641 -1.3604 -6.9420  0.0000
53 H -0.8714 -0.3026 -5.4993  0.0000
54 H -1.7070 0.8365 -7.1253  0.0000
55 C 1.4115 3.5503 6.1660  0.0000
56 C 2.0803 2.5726 5.1994  0.0000
57 O 3.4838 2.6662 5.2197  0.0000
58 H 1.9243 3.3450 7.1057  0.0000
59 H 0.3747 3.3997 6.4665  0.0000
60 H 1.4634 4.5595 5.7574  0.0000
61 H 1.7539 2.7577 4.1761  0.0000
62 H 1.6327 1.6174 5.4740  0.0000
63 H 3.7488 3.4726 4.7713  0.0000
64 C -2.8827 -6.2297 -1.7495  0.0416
65 C -4.0879 -5.2325 -1.4376  0.0432
66 C -4.9743 -5.8824 -0.3409  0.0020
67 C -4.4205 -5.8514 1.1134  0.0002
68 C -4.2196 -4.4045 1.4791  0.0015
69 C -3.4396 -3.5711 0.4052  0.0508
70 N -3.7082 -3.8886 -1.0169  0.5829
71 O -3.0526 -3.1496 -1.8818  0.1446
72 C -3.7144 -2.0822 0.7878  0.0119
73 C -1.8947 -3.9449 0.7071  0.0619
74 C -5.0116 -5.0546 -2.6604  0.0232
75 H -3.2413 -7.0260 -2.4017  0.0033
76 H -2.3494 -6.6901 -0.9178  0.0015
77 H -2.0988 -5.8185 -2.3855  0.0007
78 H -5.9283 -5.3620 -0.4261  0.0001
79 H -5.3004 -6.8683 -0.6722  -0.0003
80 H -3.4489 -6.3408 1.0455  0.0001
81 H -5.0152 -6.4677 1.7875  0.0002
82 H -3.7124 -4.3789 2.4436  0.0004
83 H -5.0785 -3.8786 1.8961  0.0010
84 H -3.0293 -1.3678 0.3313  -0.0002
85 H -4.7468 -1.8071 0.5720  0.0002
86 H -3.7413 -1.8545 1.8535  0.0003
87 H -1.1955 -3.7259 -0.0998  0.0020
88 H -1.5909 -3.4385 1.6233  0.0063
89 H -1.7651 -5.0097 0.9010  0.0013
90 H -5.8096 -4.3681 -2.3778  0.0000
91 H -5.5182 -5.9812 -2.9305  0.0027
92 H -4.4577 -4.6525 -3.5087  0.0001
93 H -3.5708 -2.3435 -1.9390  0.0163
94 C 1.7553 1.7279 1.4092  0.0000
95 C 1.0224 0.8064 0.3969  0.0000
96 C 0.6251 1.7356 -0.8921  0.0000
97 C 0.2046 0.9531 -2.0894  0.0000
98 C 1.4558 0.1906 -2.5663  0.0000
99 C 1.9008 -0.8282 -1.4879  0.0000
100 N 2.0104 -0.1158 -0.1646  0.0000
101 O 2.7183 -0.8725 0.6879  0.0000
102 C 1.0143 -2.0999 -1.4856  0.0001
103 C 3.3808 -1.2089 -1.9121  0.0000
104 C -0.2403 0.1828 1.0345  0.0000
105 H 2.6031 2.1878 0.9014  0.0000
106 H 2.1291 1.3490 2.3604  0.0000
107 H 0.9904 2.5005 1.4869  0.0000
108 H -0.3171 2.1938 -0.5917  0.0000
109 H 1.4402 2.4057 -1.1656  0.0000
110 H -0.2499 1.6156 -2.8260  0.0000
111 H -0.6006 0.2941 -1.7647  0.0000
112 H 2.2530 0.8067 -2.9823  0.0000
113 H 1.0922 -0.5269 -3.3018  0.0000
114 H 1.5715 -2.9474 -1.0864  0.0000
115 H 0.0376 -1.9670 -1.0202  0.0000
116 H 0.8877 -2.6203 -2.4350  0.0000
117 H 3.4326 -1.7453 -2.8595  0.0000
118 H 3.9316 -0.2962 -2.1397  0.0000
119 H 3.9486 -1.7064 -1.1259  0.0000
120 H -0.0572 -0.5421 1.8276  0.0000
121 H -0.6990 -0.4408 0.2673  0.0000
122 H -1.0637 0.8388 1.3168  0.0000
123 H 3.5507 -0.4065 0.7946  0.0000